{"formula": "C29H67NO19P4", "method": "wB97M-V/def2-TZVPD", "e_homo_ev": -10.174, "smiles": "CCOP(=O)(OCC)OCC.CCOP(=O)(OCC)OCC.CCOP(=O)(OCC)OCC.CCOP(=O)(OCC)OCC.O=C1OCCO1.CC#N", "lumo_energy_ev": 0.43, "charge": 0, "homo_lumo_gap_ha": 0.3898, "spin_multiplicity": 1, "max_force_ev_per_a": 1.63, "symbols": ["C", "C", "O", "P", "O", "O", "C", "C", "O", "C", "C", "H", "H", "H", "H", "H", "H", "H", "H", "H", "H", "H", "H", "H", "H", "H", "C", "C", "O", "P", "O", "O", "C", "C", "O", "C", "C", "H", "H", "H", "H", "H", "H", "H", "H", "H", "H", "H", "H", "H", "H", "H", "C", "C", "O", "P", "O", "O", "C", "C", "O", "C", "C", "H", "H", "H", "H", "H", "H", "H", "H", "H", "H", "H", "H", "H", "H", "H", "C", "C", "O", "P", "O", "O", "C", "C", "O", "C", "C", "H", "H", "H", "H", "H", "H", "H", "H", "H", "H", "H", "H", "H", "H", "H", "O", "C", "O", "C", "C", "O", "H", "H", "H", "H", "C", "C", "N", "H", "H", "H"], "xyz": [[17.495485, -22.340343, -20.071358], [18.797348, -21.772100, -20.525913], [19.489967, -22.773218, -21.275869], [21.050923, -22.735302, -21.445439], [21.594465, -23.712659, -22.380121], [21.440335, -21.215196, -21.620876], [21.511504, -20.603057, -22.918073], [22.327342, -19.331274, -22.794963], [21.472693, -22.968324, -19.914851], [22.834772, -22.724134, -19.562892], [23.658882, -23.993436, -19.655134], [17.047351, -21.544036, -19.466554], [16.797684, -22.683669, -20.832337], [17.554700, -23.200898, -19.396805], [18.652447, -20.827397, -21.054998], [19.347439, -21.446693, -19.634268], [22.005434, -21.258054, -23.636830], [20.503535, -20.351843, -23.252515], [21.899486, -18.697005, -22.011152], [23.319009, -19.547273, -22.389864], [22.376856, -18.820305, -23.752127], [23.267931, -21.864635, -20.073332], [22.866973, -22.457197, -18.501062], [24.707228, -23.858793, -19.399689], [23.204097, -24.725592, -18.982199], [23.592749, -24.459138, -20.641952], [13.923967, -16.460820, -20.350699], [12.497917, -15.942470, -20.232577], [11.660509, -16.870192, -19.518396], [10.179321, -17.135173, -19.958618], [9.935557, -17.102964, -21.396914], [9.369219, -16.118667, -19.072062], [7.986650, -15.917514, -19.373225], [7.763147, -14.842512, -20.399519], [9.849474, -18.494288, -19.227513], [10.345077, -19.745233, -19.721794], [11.500913, -20.215669, -18.880653], [14.367907, -15.862663, -21.145628], [14.451949, -16.233284, -19.423187], [13.938054, -17.521063, -20.574888], [12.442868, -14.946794, -19.791440], [12.088676, -15.842414, -21.243303], [7.526978, -16.849145, -19.741506], [7.423580, -15.801133, -18.445703], [7.946022, -13.847416, -19.991798], [8.337622, -15.040771, -21.300840], [6.714807, -14.844119, -20.715090], [9.533283, -20.455251, -19.564392], [10.615942, -19.744941, -20.776769], [12.391503, -19.588362, -18.917092], [11.231210, -20.285227, -17.822142], [11.792647, -21.231221, -19.155067], [19.352359, -17.987179, -19.094366], [18.267378, -17.416119, -19.974692], [17.734990, -18.466534, -20.788331], [17.368330, -18.156419, -22.288376], [16.544890, -16.980315, -22.593610], [18.744362, -18.204960, -23.054984], [19.369944, -17.023231, -23.584290], [19.336870, -17.034669, -25.095749], [16.706588, -19.478938, -22.789233], [15.415885, -19.932781, -22.321825], [14.699912, -20.526989, -23.506826], [19.929622, -18.722812, -19.666177], [20.088183, -17.250048, -18.776170], [18.973526, -18.548665, -18.238882], [17.468825, -16.926010, -19.419286], [18.726925, -16.625498, -20.580091], [18.919466, -16.118459, -23.176570], [20.397942, -17.060035, -23.218334], [19.468894, -16.008241, -25.457752], [20.233845, -17.500040, -25.514250], [18.432624, -17.466611, -25.509050], [15.488935, -20.584773, -21.456773], [14.865400, -19.033226, -22.024965], [15.221619, -21.419999, -23.873590], [13.684351, -20.865101, -23.313289], [14.735239, -19.820796, -24.336115], [10.455680, -28.947656, -13.716094], [11.541953, -29.955900, -14.003373], [11.130304, -30.931067, -14.983842], [11.560828, -30.778539, -16.493336], [12.855420, -31.346041, -16.822868], [10.364516, -31.442957, -17.249001], [9.257358, -30.693727, -17.785502], [8.419403, -29.939885, -16.786890], [11.408523, -29.225674, -16.797478], [12.551750, -28.438083, -17.174790], [12.954227, -28.671397, -18.618421], [10.849628, -28.278408, -12.948424], [10.153954, -28.427461, -14.619370], [9.591848, -29.453854, -13.284955], [12.505587, -29.513700, -14.273582], [11.783193, -30.545947, -13.116431], [9.597152, -30.075877, -18.618072], [8.638887, -31.460498, -18.258439], [7.449558, -29.677225, -17.218730], [8.187738, -30.507284, -15.885405], [8.867791, -28.987767, -16.503739], [12.241443, -27.405090, -17.046362], [13.424532, -28.684804, -16.570300], [12.083465, -28.793054, -19.265421], [13.541307, -27.842679, -19.028790], [13.648320, -29.500225, -18.753571], [16.605519, -27.503065, -18.563781], [17.665946, -27.166042, -18.993828], [17.896147, -25.961017, -19.552148], [19.287094, -25.799531, -19.804425], [19.866391, -27.204374, -19.618581], [18.781317, -27.909128, -18.971842], [19.422068, -25.380868, -20.798391], [19.785287, -25.122885, -19.108442], [20.659934, -27.203098, -18.877428], [20.140898, -27.716475, -20.535215], [14.286732, -24.959075, -19.922250], [14.201954, -23.513145, -20.090558], [14.153498, -22.373798, -20.255982], [13.405070, -25.342756, -19.415995], [15.133428, -25.227296, -19.290607], [14.419445, -25.347288, -20.930692]], "atomic_forces_ev_per_a": [[-0.841, -0.057, 0.870], [-0.170, 0.286, 0.721], [0.045, 0.064, -0.641], [-0.061, -0.295, 1.275], [-0.075, 0.143, -0.373], [0.178, 0.081, -0.245], [0.290, 0.595, -0.382], [-0.057, -0.184, 1.070], [0.197, 0.452, -0.387], [0.916, -0.232, 1.173], [-0.511, -0.654, -0.571], [-0.416, -0.122, -0.235], [0.163, 0.500, -0.387], [0.594, 0.081, -0.001], [0.015, -0.394, -0.665], [0.361, -0.487, -0.093], [-0.230, -0.293, 0.116], [-0.050, -0.196, -0.023], [-0.281, 0.182, -0.379], [0.145, -0.135, -0.488], [0.096, 0.121, 0.025], [-0.183, -0.134, -0.445], [-0.469, 0.203, -0.102], [-0.019, 0.172, 0.113], [0.225, 0.043, 0.161], [0.117, 0.280, -0.092], [-0.598, 1.036, 0.558], [-0.209, -0.211, -1.105], [0.646, 0.204, 0.371], [0.126, -0.358, 0.364], [-0.150, 0.046, -0.435], [-0.192, 0.432, 0.196], [-1.111, -1.092, -0.300], [-0.543, 0.409, 0.039], [-0.084, 0.043, -0.275], [0.090, -0.674, 0.590], [0.508, -0.372, 0.738], [0.358, -0.347, -0.077], [0.191, -0.357, -0.025], [0.099, -0.043, -0.107], [0.033, -0.143, 0.364], [-0.051, -0.063, 0.081], [0.503, -0.005, -0.217], [0.466, 0.635, 0.185], [0.314, -0.018, -0.143], [0.257, 0.098, 0.102], [-0.001, -0.103, 0.155], [-0.141, 0.070, -0.283], [-0.194, 0.446, -0.091], [-0.097, 0.107, -0.298], [-0.225, 0.177, -0.099], [0.037, 0.078, -0.276], [0.406, -0.863, 0.009], [0.641, 0.666, 0.150], [-0.309, 0.022, 0.490], [-0.977, 0.205, -1.287], [0.377, 0.409, 0.681], [0.341, -0.099, 0.111], [0.223, -0.026, 0.038], [0.966, 0.732, -0.332], [0.547, -1.125, 0.261], [-0.783, 1.077, -0.158], [0.592, -0.844, -0.578], [-0.082, 0.122, -0.157], [-0.300, 0.214, 0.195], [-0.109, 0.254, 0.087], [-0.138, -0.227, 0.037], [-0.191, -0.181, -0.279], [-0.315, -0.152, -0.017], [-0.009, 0.051, -0.064], [-0.464, 0.011, 0.080], [-0.306, -0.584, 0.104], [-0.083, 0.003, 0.048], [0.313, -0.158, -0.107], [-0.009, -0.115, 0.181], [0.103, 0.086, 0.161], [-0.088, 0.362, 0.274], [-0.295, 0.113, 0.094], [0.256, -0.395, 0.305], [0.458, -0.679, 0.269], [-0.345, 0.396, 0.359], [0.092, -0.005, 0.088], [0.642, -0.117, -0.089], [-0.506, 0.196, -0.255], [-0.566, -0.842, -0.594], [-0.293, 0.635, 0.274], [0.126, 0.203, 0.065], [0.466, -0.096, -0.756], [0.418, 0.152, -0.702], [-0.159, 0.281, -0.189], [0.065, 0.237, 0.057], [-0.064, -0.005, -0.101], [-0.211, 0.215, -0.327], [-0.231, 0.049, 0.058], [0.198, 0.245, 0.270], [0.060, -0.055, 0.141], [0.103, -0.141, -0.242], [0.262, -0.164, -0.050], [0.155, -0.127, 0.125], [0.014, 0.031, 0.278], [-0.228, 0.158, 0.388], [-0.010, -0.083, 0.060], [-0.230, 0.271, 0.314], [-0.430, -0.373, 0.253], [0.024, -0.002, -0.114], [-0.150, -0.018, 0.201], [0.012, 0.235, 0.138], [0.798, 0.035, -0.418], [-0.508, -0.009, 0.675], [-0.008, -0.060, -0.299], [-0.062, -0.144, -0.074], [-0.536, 0.194, 0.180], [0.352, -0.060, -0.349], [0.021, -0.049, -0.008], [0.217, 0.311, 0.067], [-0.068, 0.661, 0.196], [-0.058, -0.561, 0.082], [-0.207, -0.033, -0.310], [0.173, 0.033, -0.200], [-0.104, -0.492, 0.187]]}